No. 1
This record from OMol25 describes C23H33AlF6NO19 as an isolated structure in a non-equilibrium geometry. The level of theory is wB97M-V/def2-TZVPD.

* LUMO energy: 1.644 eV
* Kohn-Sham gap: 5.32 eV
* HOMO: -3.7 eV
* net charge: -1

Positions of all 83 atoms, in Å:
C: 4.840 -0.790 1.995
O: 3.771 -0.278 2.744
C: 3.844 1.156 2.955
Al: 2.321 2.072 1.924
C: 0.452 1.575 2.670
C: 0.057 0.186 2.054
C: -0.127 -0.947 3.104
N: 0.650 -2.131 2.695
H: 5.527 -1.339 2.667
H: 5.362 -0.048 1.388
H: 4.422 -1.547 1.316
H: 3.682 1.325 4.037
H: 4.800 1.597 2.627
H: 2.342 1.438 0.428
H: 2.476 3.681 1.895
H: -0.215 2.360 2.281
H: 0.405 1.606 3.769
H: 0.844 -0.148 1.370
H: -0.844 0.299 1.421
H: 0.228 -0.644 4.095
H: -1.188 -1.234 3.228
H: 0.126 -2.754 2.106
H: 1.071 -2.607 3.471
C: 4.385 -4.200 -1.260
C: 5.305 -5.086 -0.468
O: 6.495 -4.320 -0.403
C: 6.115 -3.011 -0.465
O: 6.804 -2.098 -0.176
O: 4.833 -2.897 -0.890
F: 5.564 -6.256 -1.118
H: 4.510 -4.337 -2.336
H: 3.337 -4.339 -1.003
H: 4.959 -5.305 0.545
C: -0.129 -6.118 6.007
C: -0.124 -4.648 5.691
O: -0.487 -4.624 4.321
C: -1.259 -5.723 4.107
O: -1.944 -5.888 3.159
O: -1.146 -6.608 5.131
F: 1.115 -4.114 5.830
H: 0.823 -6.593 5.765
H: -0.375 -6.326 7.047
H: -0.840 -4.059 6.267
C: -3.327 1.773 2.568
C: -4.515 1.724 3.478
O: -4.028 2.330 4.663
C: -3.051 3.200 4.273
O: -2.609 4.056 4.961
O: -2.669 2.964 2.996
F: -4.884 0.441 3.755
H: -2.656 0.920 2.704
H: -3.609 1.835 1.520
H: -5.380 2.281 3.112
C: -4.986 4.880 -1.922
C: -3.966 5.106 -0.843
O: -4.611 4.569 0.303
C: -5.444 3.595 -0.141
O: -5.930 2.768 0.555
O: -5.634 3.681 -1.480
F: -3.733 6.427 -0.643
H: -5.719 5.687 -1.979
H: -4.534 4.746 -2.902
H: -3.017 4.589 -1.001
C: -1.732 2.299 -5.772
C: -2.111 2.205 -4.323
O: -2.357 3.564 -3.978
C: -2.777 4.176 -5.121
O: -3.319 5.229 -5.159
O: -2.502 3.423 -6.211
F: -1.086 1.740 -3.573
H: -0.674 2.510 -5.904
H: -1.989 1.405 -6.335
H: -3.005 1.610 -4.124
C: 1.942 -0.029 -8.278
C: 1.188 0.667 -7.180
O: 0.213 -0.296 -6.816
C: 0.751 -1.518 -7.089
O: 0.328 -2.541 -6.681
O: 1.841 -1.401 -7.888
F: 0.554 1.787 -7.632
H: 1.468 0.109 -9.252
H: 2.982 0.286 -8.341
H: 1.794 0.920 -6.307

***

No. 2
This record from OMol25 describes C23H33As3FeN4S as an isolated structure in a non-equilibrium geometry. The level of theory is wB97M-V/def2-TZVPD.

* LUMO energy (spin up / spin down): -8.736 / -11.846 eV
* <S²>: 8.7655
* Kohn-Sham gap (spin up / spin down): 7.58 / 4.46 eV
* energy relative to the best compared isomer or geometry (same formula, charge and spin): 22.4 kJ/mol
* multiplicity: 6
* HOMO (spin up / spin down): -16.3 / -16.3 eV
* net charge: +3

Positions of all 65 atoms, in Å:
Fe: 0.434 0.511 -1.724
S: 5.422 5.881 -0.302
N: 5.635 4.284 -0.403
C: 4.505 3.691 -0.844
C: 4.299 2.292 -1.141
C: 5.248 1.333 -1.210
C: 4.987 0.087 -1.820
C: 3.687 -0.197 -2.227
N: 2.644 0.686 -1.972
C: 2.965 1.946 -1.528
C: 1.971 2.938 -1.668
N: 0.734 2.545 -2.086
C: -0.205 3.455 -2.401
C: -0.106 4.753 -1.941
C: 1.120 5.202 -1.451
C: 2.167 4.310 -1.408
C: 3.493 4.649 -0.959
N: 3.823 5.876 -0.631
H: 6.232 1.516 -0.822
H: 5.733 -0.658 -1.985
H: 3.402 -1.193 -2.693
H: -1.141 3.139 -2.845
H: -0.991 5.374 -1.867
H: 1.295 6.197 -1.049
C: -3.080 1.590 -1.275
As: -1.526 0.912 -0.343
C: -1.512 2.515 0.909
C: -2.231 -0.588 0.784
C: -2.079 -2.128 0.448
C: -2.551 -2.504 -0.951
C: -0.628 -2.650 0.668
As: 0.699 -1.625 -0.527
C: 1.089 -2.954 -1.900
C: 2.245 -1.892 0.685
C: -2.972 -2.910 1.510
As: -2.488 -2.859 3.533
C: -2.371 -4.785 3.783
C: -4.260 -2.606 4.497
H: -3.040 2.680 -1.372
H: -3.954 1.253 -0.766
H: -3.161 1.203 -2.319
H: -2.458 2.488 1.429
H: -1.448 3.517 0.521
H: -0.705 2.503 1.670
H: -3.327 -0.379 0.737
H: -1.864 -0.364 1.762
H: -2.003 -1.987 -1.795
H: -3.639 -2.306 -1.018
H: -2.354 -3.590 -0.987
H: -0.615 -3.736 0.471
H: -0.344 -2.533 1.709
H: 0.195 -3.144 -2.521
H: 1.374 -3.862 -1.361
H: 1.980 -2.631 -2.437
H: 2.633 -0.904 0.951
H: 3.017 -2.502 0.253
H: 1.908 -2.362 1.605
H: -3.029 -3.990 1.342
H: -4.021 -2.560 1.633
H: -1.531 -5.173 3.209
H: -3.322 -5.295 3.492
H: -2.204 -4.896 4.857
H: -4.725 -3.582 4.789
H: -4.954 -1.979 3.924
H: -4.096 -2.003 5.375

***

No. 3
This record from OMol25 describes C23H33BrCoN7O5S2 as an isolated structure. The level of theory is wB97M-V/def2-TZVPD.

* LUMO energy (spin up / spin down): -2.055 / -1.918 eV
* <S²>: 0.7583
* Kohn-Sham gap (spin up / spin down): 7.81 / 7.95 eV
* energy relative to the best compared isomer or geometry (same formula, charge and spin): 32.9 kJ/mol
* multiplicity: 2
* HOMO (spin up / spin down): -9.9 / -9.9 eV
* net charge: +1

Positions of all 72 atoms, in Å:
Co: 0.243 -0.568 0.358
C: -3.600 3.115 1.547
N: -3.214 1.804 1.032
C: -4.187 0.732 1.215
C: -1.983 1.513 0.582
O: -1.685 0.377 0.217
C: -0.990 2.673 0.532
O: 0.301 2.277 0.149
C: 0.726 2.655 -1.129
C: 0.641 1.497 -2.120
O: 0.369 0.362 -1.729
N: 0.865 1.772 -3.416
C: 0.837 0.693 -4.397
C: 1.379 3.051 -3.897
H: -4.634 3.308 1.270
H: -2.995 3.910 1.126
H: -3.523 3.150 2.636
H: -5.148 1.046 0.808
H: -4.308 0.507 2.277
H: -3.842 -0.154 0.695
H: -0.925 3.123 1.521
H: -1.377 3.439 -0.146
H: 1.769 2.971 -1.050
H: 0.155 3.509 -1.497
H: 0.348 -0.174 -3.966
H: 1.850 0.423 -4.704
H: 0.286 1.025 -5.276
H: 1.154 3.860 -3.212
H: 0.912 3.285 -4.853
H: 2.460 3.011 -4.046
C: 2.164 -3.822 -3.388
C: 1.000 -3.562 -2.470
C: -0.050 -4.455 -2.325
C: -1.094 -4.160 -1.472
C: -1.058 -2.975 -0.765
Br: -2.497 -2.624 0.403
N: -0.059 -2.103 -0.877
C: 0.934 -2.402 -1.724
H: 2.144 -4.842 -3.766
H: 3.113 -3.676 -2.870
H: 2.145 -3.151 -4.248
H: -0.049 -5.391 -2.871
H: -1.925 -4.836 -1.338
H: 1.721 -1.667 -1.791
N: -2.093 -6.517 5.763
C: -1.280 -5.811 4.910
C: -1.526 -5.812 3.530
C: -0.733 -5.076 2.677
C: 0.330 -4.329 3.182
C: 0.597 -4.335 4.550
C: -0.198 -5.073 5.405
S: 1.275 -3.367 2.084
O: 1.219 -3.990 0.790
O: 2.556 -3.142 2.709
N: 0.506 -1.942 1.910
C: 0.744 -0.912 2.775
S: 1.599 -0.857 4.291
C: 1.354 0.851 4.343
C: 0.726 1.270 3.236
N: 0.364 0.273 2.339
H: -2.730 -7.193 5.384
H: -1.792 -6.676 6.707
H: -2.340 -6.409 3.133
H: -0.909 -5.100 1.609
H: 1.456 -3.800 4.938
H: 0.023 -5.094 6.466
H: 1.699 1.444 5.175
H: 0.484 2.301 3.022
N: 2.471 -0.546 0.352
H: 2.779 0.174 1.000
H: 2.983 -0.408 -0.513
H: 2.780 -1.434 0.743

***

> The lowest net charge belongs to which entry?

C23H33AlF6NO19

***

Copy entry 1 word for word.
This record from OMol25 describes C23H33AlF6NO19 as an isolated structure in a non-equilibrium geometry. The level of theory is wB97M-V/def2-TZVPD.

* LUMO energy: 1.644 eV
* Kohn-Sham gap: 5.32 eV
* HOMO: -3.7 eV
* net charge: -1

Positions of all 83 atoms, in Å:
C: 4.840 -0.790 1.995
O: 3.771 -0.278 2.744
C: 3.844 1.156 2.955
Al: 2.321 2.072 1.924
C: 0.452 1.575 2.670
C: 0.057 0.186 2.054
C: -0.127 -0.947 3.104
N: 0.650 -2.131 2.695
H: 5.527 -1.339 2.667
H: 5.362 -0.048 1.388
H: 4.422 -1.547 1.316
H: 3.682 1.325 4.037
H: 4.800 1.597 2.627
H: 2.342 1.438 0.428
H: 2.476 3.681 1.895
H: -0.215 2.360 2.281
H: 0.405 1.606 3.769
H: 0.844 -0.148 1.370
H: -0.844 0.299 1.421
H: 0.228 -0.644 4.095
H: -1.188 -1.234 3.228
H: 0.126 -2.754 2.106
H: 1.071 -2.607 3.471
C: 4.385 -4.200 -1.260
C: 5.305 -5.086 -0.468
O: 6.495 -4.320 -0.403
C: 6.115 -3.011 -0.465
O: 6.804 -2.098 -0.176
O: 4.833 -2.897 -0.890
F: 5.564 -6.256 -1.118
H: 4.510 -4.337 -2.336
H: 3.337 -4.339 -1.003
H: 4.959 -5.305 0.545
C: -0.129 -6.118 6.007
C: -0.124 -4.648 5.691
O: -0.487 -4.624 4.321
C: -1.259 -5.723 4.107
O: -1.944 -5.888 3.159
O: -1.146 -6.608 5.131
F: 1.115 -4.114 5.830
H: 0.823 -6.593 5.765
H: -0.375 -6.326 7.047
H: -0.840 -4.059 6.267
C: -3.327 1.773 2.568
C: -4.515 1.724 3.478
O: -4.028 2.330 4.663
C: -3.051 3.200 4.273
O: -2.609 4.056 4.961
O: -2.669 2.964 2.996
F: -4.884 0.441 3.755
H: -2.656 0.920 2.704
H: -3.609 1.835 1.520
H: -5.380 2.281 3.112
C: -4.986 4.880 -1.922
C: -3.966 5.106 -0.843
O: -4.611 4.569 0.303
C: -5.444 3.595 -0.141
O: -5.930 2.768 0.555
O: -5.634 3.681 -1.480
F: -3.733 6.427 -0.643
H: -5.719 5.687 -1.979
H: -4.534 4.746 -2.902
H: -3.017 4.589 -1.001
C: -1.732 2.299 -5.772
C: -2.111 2.205 -4.323
O: -2.357 3.564 -3.978
C: -2.777 4.176 -5.121
O: -3.319 5.229 -5.159
O: -2.502 3.423 -6.211
F: -1.086 1.740 -3.573
H: -0.674 2.510 -5.904
H: -1.989 1.405 -6.335
H: -3.005 1.610 -4.124
C: 1.942 -0.029 -8.278
C: 1.188 0.667 -7.180
O: 0.213 -0.296 -6.816
C: 0.751 -1.518 -7.089
O: 0.328 -2.541 -6.681
O: 1.841 -1.401 -7.888
F: 0.554 1.787 -7.632
H: 1.468 0.109 -9.252
H: 2.982 0.286 -8.341
H: 1.794 0.920 -6.307